<i>
A structure of composition CH2N2O2S. Source: OMol25; level of theory: wB97M-V/def2-TZVPD.

Summary:
HOMO level ... -9.7135 eV
LUMO level ... -0.0084 hartree
HOMO-LUMO gap ... 9.486 eV

Atoms and positions in Å:
C: 0.086 0.251 -0.070
N: 0.971 1.111 -0.195
N: 1.936 1.706 -0.289
O: 2.429 -0.973 -0.937
O: 3.147 -0.240 1.267
S: 3.296 -0.111 -0.163
H: -0.098 -0.159 0.907
H: -0.573 0.015 -0.882

***

<ii>
The molecule CH2N2O2S. Source: OMol25; level of theory: wB97M-V/def2-TZVPD.

Summary:
HOMO level ... -10.6522 eV
LUMO level ... 0.0036 hartree
HOMO-LUMO gap ... 10.751 eV

Atoms and positions in Å:
C: 3.444 -0.523 0.076
N: 4.381 -0.603 0.707
N: -0.152 0.353 -0.344
O: 2.433 -0.653 -0.750
O: 2.051 1.417 0.467
S: 1.426 0.845 -0.658
H: -0.677 0.675 0.431
H: -0.682 0.589 -1.149

***

<iii>
A cluster of 2 separate species, CH2N2O2S in total. Source: OMol25; level of theory: wB97M-V/def2-TZVPD.

Summary:
HOMO level ... -10.0335 eV
LUMO level ... -0.0579 hartree
HOMO-LUMO gap ... 8.459 eV

Atoms and positions in Å:
C: -1.207 -0.619 0.011
N: 0.412 0.534 0.463
N: 1.554 -0.065 0.201
O: 1.533 -1.277 0.113
O: 2.539 0.638 0.109
S: -2.592 0.032 0.155
H: -0.629 -1.496 -0.205
H: 0.366 1.539 0.372

***

<iv>
A structure of composition CH2N2O2S. Source: OMol25; level of theory: wB97M-V/def2-TZVPD.

Summary:
HOMO level (spin up / spin down) ... -9.0482 / -9.2422 eV
LUMO level (spin up / spin down) ... -0.0450 / -0.0451 hartree
HOMO-LUMO gap (spin up / spin down) ... 7.824 / 8.015 eV

Atoms and positions in Å:
C: -3.383 -0.286 0.075
N: -2.196 -0.469 0.303
N: -0.896 -0.320 -0.214
O: 1.668 0.418 0.107
O: -4.508 -0.057 0.017
S: 1.137 -1.014 0.432
H: 1.260 1.019 0.711
H: -0.850 -1.025 -0.957

***

Stability check: which of them is least stable? <iii>.

***

<i>
A cluster of 3 separate species, C4H14NO2 in total. Source: OMol25; level of theory: wB97M-V/def2-TZVPD.

Summary:
HOMO level ... -13.9774 eV
LUMO level ... -0.1062 hartree
HOMO-LUMO gap ... 11.088 eV
Charge ... +1

Atoms and positions in Å:
C: -2.003 3.338 0.604
C: -1.403 2.455 -0.475
C: -1.720 0.970 -0.180
C: -0.687 0.209 0.140
N: -0.888 -1.230 0.433
H: -2.986 2.930 0.860
H: -2.228 4.376 0.331
H: -1.458 3.548 1.526
H: -0.340 2.500 -0.670
H: -1.899 2.595 -1.444
H: -2.718 0.751 0.189
H: 0.322 0.508 0.391
H: -0.663 -1.504 1.383
H: -1.754 -1.640 0.093
H: -0.104 -1.757 -0.126
H: 2.262 -2.214 -0.243
H: 1.329 -3.348 -0.399
O: 1.300 -2.420 -0.202
H: 4.311 -2.550 -1.094
H: 4.765 -1.617 0.071
O: 4.027 -2.083 -0.320

***

<ii>
A cluster of 3 separate species, C4H14NO2 in total. Source: OMol25; level of theory: wB97M-V/def2-TZVPD.

Summary:
HOMO level ... -14.0940 eV
LUMO level ... -0.1167 hartree
HOMO-LUMO gap ... 10.918 eV
Charge ... +1

Atoms and positions in Å:
C: -1.441 -2.743 -2.334
C: -0.244 -3.263 -1.518
C: 0.555 -2.216 -0.826
C: 0.168 -1.580 0.249
N: 1.038 -0.626 0.973
H: -1.968 -1.904 -1.899
H: -1.094 -2.393 -3.307
H: -2.168 -3.520 -2.561
H: -0.592 -4.003 -0.800
H: 0.366 -3.774 -2.241
H: 1.524 -1.975 -1.246
H: -0.761 -1.841 0.741
H: 1.765 -0.283 0.350
H: 1.412 -1.084 1.797
H: 0.462 0.207 1.207
H: 0.422 2.806 1.294
H: -0.659 2.031 2.046
O: 0.114 1.908 1.481
H: 0.161 6.186 1.991
H: 0.366 6.730 0.606
O: -0.249 6.191 1.118

***

<iii>
A cluster of 3 separate species, C4H14NO2 in total. Source: OMol25; level of theory: wB97M-V/def2-TZVPD.

Summary:
HOMO level ... -14.6509 eV
LUMO level ... -0.1774 hartree
HOMO-LUMO gap ... 9.822 eV
Charge ... +1

Atoms and positions in Å:
C: -0.464 -1.220 1.899
C: -1.063 -0.704 0.574
C: 0.050 0.004 -0.149
C: -1.355 0.472 -2.080
N: -0.324 0.796 -1.420
H: -1.270 -1.420 2.569
H: 0.379 -0.628 2.256
H: -0.054 -2.232 1.802
H: -1.883 -0.024 0.722
H: -1.390 -1.607 0.074
H: 0.822 -0.612 -0.595
H: 0.563 0.670 0.544
H: -1.562 -0.592 -2.111
H: -1.873 1.144 -2.740
H: 0.191 1.658 -1.272
H: 2.452 -0.420 -3.167
H: 1.714 -1.774 -2.975
O: 1.728 -0.848 -2.701
H: 0.495 2.615 2.554
H: 1.687 2.720 3.299
O: 1.157 2.003 2.918

***

<iv>
A cluster of 3 separate species, C4H14NO2 in total. Source: OMol25; level of theory: wB97M-V/def2-TZVPD.

Summary:
HOMO level ... -15.3295 eV
LUMO level ... -0.1043 hartree
HOMO-LUMO gap ... 12.491 eV
Charge ... +1

Atoms and positions in Å:
C: -1.001 0.649 0.267
N: 0.289 -0.029 0.614
C: 0.936 0.132 -0.845
C: -0.193 -0.038 -1.885
C: -1.534 0.154 -1.032
H: -1.690 0.536 1.075
H: -0.897 1.728 0.205
H: 0.144 -1.028 0.875
H: 0.756 0.529 1.343
H: 1.782 -0.605 -1.037
H: 1.163 1.142 -0.833
H: -0.211 0.727 -2.626
H: -0.205 -1.016 -2.435
H: -1.961 -0.865 -0.806
H: -2.307 0.666 -1.548
H: 0.566 -3.723 0.732
H: -0.539 -3.571 1.927
O: -0.152 -3.188 1.111
H: 1.997 3.035 1.056
H: 1.637 2.402 2.393
O: 1.420 2.363 1.448

***

Stability check: which of them is least stable? <iii>.

***

<i>
A cluster of 3 separate species, C4H14NO2 in total. Source: OMol25; level of theory: wB97M-V/def2-TZVPD.

Summary:
HOMO level ... -13.7218 eV
LUMO level ... -0.1100 hartree
HOMO-LUMO gap ... 10.728 eV
Charge ... +1

Atoms and positions in Å:
C: -1.024 -0.753 3.130
C: -1.465 0.482 2.251
C: -0.966 0.515 0.817
C: 0.105 -0.158 0.445
N: 0.607 -0.321 -0.910
H: -0.388 -0.360 3.905
H: -0.717 -1.555 2.472
H: -1.957 -1.008 3.629
H: -1.145 1.381 2.770
H: -2.539 0.441 2.095
H: -1.508 1.179 0.160
H: 0.748 -0.651 1.160
H: 1.358 0.350 -1.268
H: 1.060 -1.227 -0.985
H: -0.061 -0.258 -1.711
H: -0.370 -0.991 -4.023
H: -1.748 -0.924 -3.424
O: -0.824 -0.753 -3.213
H: 3.700 0.870 -1.619
H: 2.734 1.982 -1.118
O: 2.881 1.071 -1.191

***

<ii>
A cluster of 2 separate species, C4H14NO2 in total. Source: OMol25; level of theory: wB97M-V/def2-TZVPD.

Summary:
HOMO level ... -14.7884 eV
LUMO level ... -0.1107 hartree
HOMO-LUMO gap ... 11.777 eV
Charge ... +1

Atoms and positions in Å:
C: 0.104 1.312 -1.261
C: -0.556 0.178 -0.434
C: -0.244 -1.302 -0.855
C: 1.237 -1.527 -1.261
O: -0.337 -2.132 0.420
N: -0.003 0.248 0.948
H: -0.347 1.402 -2.339
H: 1.193 1.270 -1.179
H: -0.196 2.133 -0.661
H: -1.597 0.415 -0.245
H: -1.008 -1.792 -1.788
H: 1.575 -1.007 -2.216
H: 1.346 -2.618 -1.431
H: 1.966 -1.409 -0.372
H: -0.571 -3.005 0.242
H: -0.220 -0.576 1.560
H: -0.149 1.040 1.565
H: 1.101 0.229 0.933
H: -0.999 1.981 3.467
H: -1.503 2.854 2.324
O: -0.794 2.305 2.583

***

<iii>
A cluster of 3 separate species, C4H14NO2 in total. Source: OMol25; level of theory: wB97M-V/def2-TZVPD.

Summary:
HOMO level ... -14.2569 eV
LUMO level ... -0.1101 hartree
HOMO-LUMO gap ... 11.262 eV
Charge ... +1

Atoms and positions in Å:
C: 1.784 -1.202 1.332
C: 0.757 -0.100 1.686
C: -0.458 -0.256 0.791
C: -1.427 -1.129 0.973
N: -0.350 0.421 -0.516
H: 2.454 -1.383 2.175
H: 1.294 -2.134 1.068
H: 2.450 -0.870 0.538
H: 0.433 -0.107 2.723
H: 1.227 0.850 1.419
H: -1.509 -1.665 1.911
H: -2.120 -1.464 0.210
H: -1.184 0.141 -1.031
H: 0.469 0.059 -1.039
H: -0.277 1.435 -0.467
H: -3.342 1.299 -1.869
H: -3.115 2.355 -0.832
O: -2.629 1.781 -1.437
H: 1.562 0.856 -3.251
H: 2.371 0.274 -2.098
O: 1.610 0.840 -2.287

***

Stability check: which of them is least stable? <ii>.

***

<i>
The molecule C2H2Cl2N2O2. Source: OMol25; level of theory: wB97M-V/def2-TZVPD.

Summary:
HOMO level ... -9.7659 eV
LUMO level ... -0.0076 hartree
HOMO-LUMO gap ... 9.560 eV

Atoms and positions in Å:
O: 1.328 2.110 1.644
N: 0.396 1.547 0.703
C: 0.459 0.228 0.572
Cl: 1.581 -0.790 1.481
C: -0.491 -0.323 -0.403
Cl: -1.572 0.757 -1.296
N: -0.485 -1.601 -0.681
O: -1.400 -1.978 -1.642
H: 1.650 2.981 1.353
H: -1.467 -2.931 -1.731

***

<ii>
A cluster of 2 separate species, C2H2Cl2N2O2 in total. Source: OMol25; level of theory: wB97M-V/def2-TZVPD.

Summary:
HOMO level (spin up / spin down) ... -7.8956 / -9.5756 eV
LUMO level (spin up / spin down) ... -0.0192 / -0.0115 hartree
HOMO-LUMO gap (spin up / spin down) ... 7.374 / 9.262 eV

Atoms and positions in Å:
C: -2.289 -0.220 0.352
C: 0.864 0.253 -0.383
N: -0.902 1.360 0.690
N: 2.071 -0.223 -0.031
O: 0.349 0.236 -1.460
O: 0.256 0.779 0.777
Cl: -3.806 0.177 -0.143
Cl: -1.638 -1.708 0.030
H: 2.697 -0.563 -0.740
H: 2.397 -0.090 0.909

***

Stability check: which of them is least stable? <ii>.

***

<i>
A cluster of 2 separate species, CH5NOP2 in total. Source: OMol25; level of theory: wB97M-V/def2-TZVPD.

Summary:
HOMO level ... -7.6272 eV
LUMO level ... 0.0212 hartree
HOMO-LUMO gap ... 8.203 eV

Atoms and positions in Å:
P: 0.322 -0.037 0.067
P: 2.218 -0.294 -0.682
H: 0.728 1.314 -0.015
H: 3.068 0.049 -1.703
H: 3.391 -0.118 0.325
H: 2.542 -1.601 -0.986
N: -3.245 0.010 1.395
C: -2.849 0.118 0.244
O: -2.561 0.082 -0.873
H: -3.613 0.477 2.229

***

<ii>
A structure of composition CH5NOP2. Source: OMol25; level of theory: wB97M-V/def2-TZVPD.

Summary:
HOMO level (spin up / spin down) ... -7.7075 / -7.4848 eV
LUMO level (spin up / spin down) ... -0.0402 / -0.0172 hartree
HOMO-LUMO gap (spin up / spin down) ... 6.613 / 7.016 eV

Atoms and positions in Å:
C: 1.164 -1.735 0.017
N: -1.275 -0.255 0.134
O: 1.174 -0.466 0.248
P: -2.829 0.059 0.051
P: 0.034 0.680 0.367
H: 0.995 3.584 -0.095
H: 2.116 -2.232 -0.017
H: 0.229 -2.253 -0.136
H: -3.204 -1.307 -0.112
H: 1.596 3.926 -0.458

***

Stability check: which of them is least stable? <ii>.

***

<i>
The ion C4H10NS with charge -1. Source: OMol25; level of theory: wB97M-V/def2-TZVPD.

Summary:
HOMO level ... -2.2329 eV
LUMO level ... 0.1387 hartree
HOMO-LUMO gap ... 6.007 eV
Charge ... -1

Atoms and positions in Å:
C: -1.216 -2.573 0.120
N: -1.967 -1.348 0.291
C: -1.474 -0.116 -0.549
C: -0.498 0.848 0.144
C: 0.875 0.313 0.002
S: 2.208 1.641 -0.050
H: -1.402 -3.004 -0.793
H: -1.480 -3.302 1.000
H: -0.135 -2.298 0.184
H: -1.999 -1.104 1.250
H: -2.431 0.330 -0.788
H: -1.086 -0.497 -1.550
H: -0.625 0.852 1.300
H: -0.698 1.920 -0.211
H: 0.971 -0.334 -0.891
H: 1.204 -0.220 0.955

***

<ii>
The ion C4H10NS with charge -1. Source: OMol25; level of theory: wB97M-V/def2-TZVPD.

Summary:
HOMO level ... -2.2831 eV
LUMO level ... 0.1417 hartree
HOMO-LUMO gap ... 6.140 eV
Charge ... -1

Atoms and positions in Å:
C: -1.517 1.328 0.339
N: -0.624 0.385 0.995
C: 0.030 -0.605 0.070
C: 1.240 -1.143 0.819
C: 0.481 -0.115 -1.318
S: 0.929 -1.523 -2.399
H: -2.439 0.829 0.023
H: -1.074 1.780 -0.561
H: -1.769 2.181 0.972
H: 0.118 0.963 1.386
H: -0.834 -1.216 -0.211
H: 0.989 -1.739 1.678
H: 1.708 -1.858 0.143
H: 1.775 -0.253 1.141
H: 1.316 0.598 -1.229
H: -0.327 0.389 -1.846

***

Stability check: which of them is least stable? <i>.